No. 1
Entry from the OMol25 dataset: a molecular structure, C42H50N6O4ScSe3 (wB97M-V/def2-TZVPD).

Cartesian coordinates (Å):
Sc -1.98263 -0.61858 -0.97667
C -5.57549 -0.02968 -0.90605
O -4.35924 -0.16276 -0.16586
C -4.26705 0.63346 0.95706
C -5.23118 1.55160 1.34035
C -5.03604 2.30156 2.49391
C -3.89250 2.14102 3.25919
C -2.93084 1.22237 2.87285
C -3.11426 0.46654 1.72451
N -2.16290 -0.45799 1.22346
N -1.37819 -0.91075 2.10638
C -0.43265 -1.84037 1.81462
C -0.38594 -2.57451 0.60749
O -1.19252 -2.34828 -0.37814
C 0.55947 -3.64084 0.49191
C 1.43345 -3.90929 1.49105
C 1.42171 -3.18474 2.72181
C 2.31755 -3.50320 3.76133
C 2.25966 -2.84098 4.95853
C 1.29977 -1.83487 5.14499
C 0.42746 -1.49662 4.14047
C 0.46881 -2.16485 2.90154
H -6.42786 -0.27362 -0.27212
H -5.67567 0.98395 -1.29814
H -5.52276 -0.72348 -1.73675
H -6.13052 1.69529 0.76170
H -5.79111 3.01763 2.78894
H -3.74701 2.73263 4.15247
H -2.02698 1.08251 3.44844
H 0.55035 -4.21051 -0.42805
H 2.15701 -4.70919 1.37705
H 3.04716 -4.28758 3.59896
H 2.94375 -3.09236 5.75783
H 1.24177 -1.32171 6.09677
H -0.31507 -0.72791 4.29919
C 0.63580 -3.86774 -3.37207
Se -0.03208 -2.04969 -3.53814
C -1.52958 -2.47630 -4.70464
C -2.62220 -3.28559 -4.03910
Se -3.72275 -2.26975 -2.78044
C -4.63825 -3.82853 -2.07293
H 0.82889 -4.28715 -4.35701
H -0.06221 -4.49612 -2.82253
H 1.57279 -3.81946 -2.82045
H -1.12793 -3.04284 -5.54538
H -1.90032 -1.52621 -5.08428
H -2.21601 -4.13576 -3.49228
H -3.32361 -3.65962 -4.78605
H -3.94598 -4.47055 -1.53434
H -5.09538 -4.36505 -2.90043
H -5.41667 -3.48395 -1.39594
O -1.98881 0.07855 -2.93927
N -2.18341 1.31950 -3.25345
N -2.38463 2.02405 -2.22657
O -2.39303 1.48296 -1.04123
C -2.64041 3.43481 -2.34099
C -2.55698 4.05589 -3.57964
C -2.81743 5.41333 -3.65263
C -3.15129 6.12932 -2.50991
C -3.22410 5.48705 -1.28384
C -2.96707 4.12711 -1.18733
H -2.29248 3.48949 -4.45961
H -2.75611 5.91497 -4.60872
H -3.35154 7.19006 -2.57792
H -3.48061 6.04373 -0.39266
H -3.01380 3.60615 -0.24220
C 3.45213 4.48231 2.38738
C 3.19335 2.99421 2.58172
C 1.73425 2.63494 2.32861
C 1.41773 1.15953 2.52372
N 2.17462 0.29311 1.62280
C 1.85502 0.03252 0.33915
Se 0.41471 0.80798 -0.56109
N 2.77659 -0.81188 -0.16374
C 2.87660 -1.24145 -1.55332
C 4.03450 -0.56387 -2.28133
C 3.86026 0.94283 -2.46237
C 2.82821 1.30858 -3.52194
C 3.71995 -1.09577 0.81527
C 4.84870 -1.90490 0.79907
C 5.59521 -1.95649 1.96190
C 5.22553 -1.23052 3.09943
C 4.09257 -0.43855 3.11770
C 3.34289 -0.38623 1.95024
H 4.50015 4.72908 2.55488
H 2.85341 5.07779 3.07889
H 3.19312 4.79214 1.37319
H 3.47255 2.69967 3.59885
H 3.83753 2.42126 1.90724
H 1.44664 2.92522 1.31509
H 1.09079 3.20100 3.00885
H 0.35981 0.96056 2.34662
H 1.65889 0.83537 3.53696
H 1.91979 -1.00245 -2.01679
H 2.99445 -2.32720 -1.55027
H 4.13318 -1.04309 -3.25978
H 4.96116 -0.76908 -1.74064
H 4.82773 1.37030 -2.73370
H 3.58834 1.39956 -1.50425
H 3.09777 0.87996 -4.48949
H 2.76162 2.39028 -3.64120
H 1.83329 0.94761 -3.25866
H 5.13772 -2.46285 -0.08100
H 6.48767 -2.56676 1.99237
H 5.83918 -1.29500 3.98770
H 3.81004 0.11377 4.00289

- HOMO energy: -10.0 eV
- Relative energy (zero: lowest compared OMol25 entry of this formula, charge and spin): 15.4 kJ/mol
- Total charge: +1
- Strongest force on any atom: 0.51 eV/A
- Frontier orbital gap: 6.87 eV

No. 2
Entry from the OMol25 dataset: a molecular structure, C42H51BBr2Cl2CrN7O2S3 in a non-equilibrium geometry (wB97M-V/def2-TZVPD).

Cartesian coordinates (Å):
Cr -1.87943 1.23038 -0.50123
C 0.13048 3.79917 3.68651
C 0.71643 2.69978 2.85887
C 2.05819 2.43196 2.83473
C 2.57260 1.46782 1.94102
N 1.76438 0.66928 1.27170
N 0.46818 0.86559 1.34202
B -0.54442 -0.08563 0.66378
N 0.07926 -1.15182 -0.26521
N 0.96958 -1.95145 0.33526
C 1.53606 -2.90917 -0.34291
C 1.23435 -3.10017 -1.71592
C 0.29342 -2.33075 -2.32983
C -0.13444 -2.55794 -3.74354
C -0.31907 -1.31517 -1.54218
S -1.57510 -0.38553 -2.22466
C 2.51029 -3.84173 0.35025
C 2.59360 -3.53361 1.84400
C 3.88678 -3.68664 -0.31843
C 2.02588 -5.29195 0.17894
N -1.34472 -0.78271 1.80985
N -0.59669 -1.22305 2.81868
C -1.16699 -1.83119 3.82712
C -2.56797 -2.04251 3.83487
C -3.34613 -1.57575 2.81257
C -4.83056 -1.72736 2.77370
C -2.67738 -0.89099 1.76745
S -3.50870 -0.17856 0.44872
C -0.27815 -2.34816 4.94315
C -0.10863 -3.86123 4.71000
C -0.93194 -2.12188 6.31202
C 1.08713 -1.65221 4.91810
C -0.07894 1.91616 1.99057
S -1.71511 2.26869 1.64941
C 4.06702 1.38251 1.70377
C 4.39875 0.37188 0.60626
C 4.52374 2.77725 1.23463
C 4.77921 0.99562 3.00605
H 0.54774 3.78127 4.69264
H -0.95133 3.71407 3.75243
H 0.36690 4.76937 3.24584
H 2.73045 3.00224 3.46221
H 1.72654 -3.88485 -2.27456
H 0.57702 -3.19852 -4.25957
H -0.23420 -1.61851 -4.28841
H -1.11264 -3.04492 -3.75405
H 2.86318 -2.49564 2.02006
H 3.33149 -4.18176 2.31624
H 1.62790 -3.70664 2.31699
H 4.23760 -2.65531 -0.27078
H 3.85744 -3.98953 -1.36567
H 4.61223 -4.32166 0.19028
H 0.99728 -5.40854 0.52578
H 2.66161 -5.94845 0.77273
H 2.08175 -5.62536 -0.85790
H -3.03244 -2.55558 4.66599
H -5.17118 -2.41765 3.54126
H -5.15515 -2.08464 1.79564
H -5.31184 -0.76031 2.93887
H -1.06728 -4.37890 4.77674
H 0.55605 -4.27333 5.46921
H 0.31978 -4.05780 3.72698
H -1.83530 -2.71774 6.44543
H -1.18023 -1.07041 6.46968
H -0.22923 -2.42121 7.08899
H 1.53962 -1.70438 3.92959
H 1.75111 -2.13278 5.63636
H 0.98304 -0.60096 5.19808
H 3.79583 0.54973 -0.28479
H 4.21099 -0.64085 0.94868
H 5.45265 0.45159 0.34105
H 3.98760 3.06891 0.32899
H 5.58830 2.75277 1.00552
H 4.35987 3.54367 1.99341
H 4.47812 -0.00285 3.32898
H 4.56545 1.69438 3.81671
H 5.85631 0.99447 2.84261
Br -1.61880 5.42988 0.33327
C -3.49877 5.29110 0.72257
Br -4.29607 3.61823 0.14305
H -3.99571 6.09014 0.18825
H -3.64350 5.37237 1.79153
Cl -1.44980 0.25423 -7.03999
C -2.88026 0.23648 -6.06853
C -3.84403 -0.70531 -6.39642
C -4.92902 -0.93813 -5.57303
C -5.03172 -0.25694 -4.37352
C -4.08556 0.69228 -4.05225
Cl -4.19604 1.47695 -2.49324
C -3.00873 1.03363 -4.90719
N -2.14185 2.00696 -4.46897
C -1.25973 2.88475 -5.12550
C -1.61192 3.50153 -6.32598
C -0.76515 4.41145 -6.92868
C 0.44230 4.73274 -6.32593
C 0.78719 4.14185 -5.12296
C -0.04657 3.22104 -4.49736
C 0.48271 2.49798 -3.27826
C -0.34794 2.37462 -2.03242
O 0.12129 1.72405 -1.04347
O -1.53958 2.76693 -1.90998
H -3.71162 -1.28032 -7.30276
H -5.67109 -1.67640 -5.84048
H -5.84404 -0.46588 -3.69101
H -2.25497 2.24527 -3.50084
H -2.57747 3.27529 -6.75775
H -1.05358 4.87862 -7.86043
H 1.11290 5.43992 -6.79459
H 1.73672 4.39834 -4.66704
H 1.43114 2.94377 -2.96964
H 0.71528 1.46024 -3.54880

- HOMO energy (spin up / spin down): -11.7 / -11.7 eV
- Relative energy (zero: lowest compared OMol25 entry of this formula, charge and spin): 224.1 kJ/mol
- Total charge: +2
- Strongest force on any atom: 2.70 eV/A
- Spin multiplicity: 4
- Frontier orbital gap (spin up / spin down): 4.28 / 3.02 eV